1.
This record from the OMol25 dataset describes C12H17N7O3SV as an isolated structure in a non-equilibrium geometry. The level of theory is ωB97M-V/def2-TZVPD.

Calculated values
* maximum force: 1.4 eV/A
* gap between HOMO and LUMO (alpha / beta): 7.498 / 7.038 eV
* HOMO level (alpha / beta): -14.727 / -14.557 eV
* lowest unoccupied orbital energy (alpha / beta): -7.23 / -7.52 eV

Structure (ORCA input):
```
! RIJCOSX wB97M-V def2-TZVPD def2/J DEFGRID3
* xyz 2 2
N -1.0836 1.0594 1.1440
H 2.5315 1.6883 2.3713
S -0.0491 -1.6173 1.7537
C 2.9239 0.2549 0.5503
H -1.5415 -0.3265 4.7417
O 0.8312 -1.0383 -1.9263
H 3.5925 -1.3865 -2.4954
H -0.7492 -1.8192 4.4009
C -1.4194 2.2536 0.7994
H 4.0589 0.4644 2.3665
H 4.5283 -0.0099 -1.8750
H -1.5703 4.8700 -3.0580
C -2.0171 3.2349 1.7491
H -1.7907 1.2523 3.0644
C -0.8335 -0.5660 2.8227
C -1.1641 2.5742 -0.6233
O -2.0334 -2.1159 -1.2977
C -1.5496 3.7576 -1.2191
C 2.8360 -0.5530 -0.6977
C -0.2758 1.7879 -2.6129
N -1.3488 -1.3233 -0.8744
H 0.2182 0.9700 -3.1223
N -0.5372 1.6023 -1.3218
N 1.7837 0.7727 0.8516
C 3.9660 -0.9025 -1.5960
H 4.6530 -1.5860 -1.0941
N 1.6000 -0.7768 -0.9168
C 4.2039 0.4593 1.2840
O 1.6580 1.5508 1.9703
H -0.3984 3.0665 -4.3267
H -3.0568 2.9743 1.9685
C -1.2738 3.9509 -2.5713
H 4.6734 1.4019 0.9905
C -0.6267 2.9573 -3.2762
V -0.0318 -0.1550 -0.2340
H -2.0652 4.5241 -0.6614
N -1.2852 0.6487 2.4318
H -2.0053 4.2442 1.3546
H 4.9021 -0.3431 1.0584
H -1.4524 3.2510 2.6841
N -1.0503 -0.9109 4.0831
*
```

2.
This record from the OMol25 dataset describes one molecule with the formula C12H17NO in a non-equilibrium geometry. The level of theory is ωB97M-V/def2-TZVPD.

Calculated values
* maximum force: 2.9 eV/A
* gap between HOMO and LUMO: 8.946 eV
* HOMO level: -8.006 eV
* lowest unoccupied orbital energy: 0.94 eV

Structure (ORCA input):
```
! RIJCOSX wB97M-V def2-TZVPD def2/J DEFGRID3
* xyz 0 1
H 1.8430 0.6629 -1.0116
H -1.5553 -3.8257 0.2428
H 0.6599 4.0923 1.2632
H 0.9682 2.5631 2.1141
H 3.2398 3.2256 0.5352
C -0.2628 -0.8872 -0.7514
C -0.9082 -3.4321 -1.8046
O -0.1971 -0.1241 1.3880
C -1.1481 -3.1148 -0.4608
H -1.1682 -4.3716 -2.2707
H -0.8364 1.0152 -0.1772
H 0.4753 -0.5192 -2.6822
C 2.5465 3.1958 -0.2737
H -0.6228 -2.0407 2.1617
C -0.8704 -1.8409 0.0286
C 0.5762 2.9685 1.1873
C -0.0178 0.3200 0.0477
C -2.4327 -0.9908 1.7800
C -0.2844 -2.4858 -2.6379
C -1.0086 -1.3223 1.4193
H -0.1445 -2.7088 -3.6930
N 1.3062 2.4342 0.0504
H 3.0188 2.6620 -1.1352
H -2.4946 -0.7199 2.8482
H 1.9868 0.5916 0.7122
C 0.0349 -1.2563 -2.0844
H 2.2996 4.2371 -0.5559
H -3.1131 -1.8148 1.5949
H -0.4778 2.6848 1.1326
H -2.7835 -0.1708 1.0969
C 1.3710 0.9728 -0.0646
*
```

3.
This record from the OMol25 dataset describes a 2-piece molecular cluster, C12H17NO overall in a non-equilibrium geometry. The level of theory is ωB97M-V/def2-TZVPD.

Calculated values
* maximum force: 4.3 eV/A
* gap between HOMO and LUMO: 8.666 eV
* HOMO level: -7.939 eV
* lowest unoccupied orbital energy: 0.73 eV

Structure (ORCA input):
```
! RIJCOSX wB97M-V def2-TZVPD def2/J DEFGRID3
* xyz 0 1
H -1.2388 3.3520 0.3955
H 2.3605 2.0024 -0.0533
C -4.0441 -0.2703 0.1011
H 0.5399 1.8171 -2.0698
H 0.8296 0.5333 -0.7364
H 3.0367 -2.1778 2.9648
C -1.8667 0.4112 -0.7865
H 2.8511 -1.1052 0.4287
C 1.3409 2.4751 -0.2129
H 4.6644 -2.4939 2.2056
H 4.0624 -0.8317 2.3367
C -2.8318 -1.5619 -1.6108
H -3.3927 2.3870 1.1634
H -4.8427 -0.2491 0.8384
C -0.8962 1.4575 -0.5594
C 0.4823 1.5478 -1.0478
H -3.0079 -2.4114 -2.1766
H 2.4391 -2.7869 0.6264
O 4.1717 -2.3692 -0.2066
H -1.0644 -0.9977 -2.3552
C -1.5202 2.3977 0.2418
C -3.0814 0.8160 -0.0962
C 3.1655 -2.0431 0.7733
H 1.5601 3.4518 -0.7375
C -1.8339 -0.6547 -1.6905
N -2.8055 1.9547 0.5729
H 0.9794 2.5471 0.8057
C 3.7782 -1.9548 2.2067
H -4.3336 -2.2752 -0.1232
C -3.8732 -1.4263 -0.5634
H 4.3714 -1.5415 -0.6353
*
```

4.
This record from the OMol25 dataset describes C12H17NP as an isolated structure in a non-equilibrium geometry. The level of theory is ωB97M-V/def2-TZVPD.

Calculated values
* maximum force: 3.3 eV/A
* gap between HOMO and LUMO: 8.153 eV
* HOMO level: -11.807 eV
* lowest unoccupied orbital energy: -3.65 eV

Structure (ORCA input):
```
! RIJCOSX wB97M-V def2-TZVPD def2/J DEFGRID3
* xyz 1 1
H 2.2625 2.7885 0.5293
C -2.5657 -1.3518 -0.3694
H -0.0920 4.3200 -0.4706
C 2.7946 -0.9753 -1.3326
C -2.3910 -0.3996 0.5380
C -3.4084 -2.5571 -0.1491
H 2.6194 -2.0273 -1.0985
C -1.7079 0.8810 0.2798
C 1.7262 2.3296 -0.2907
H 2.8860 -1.5228 1.6901
P 2.1286 0.0373 0.0208
H -2.5286 4.1400 -0.1423
H -3.7375 -2.6188 0.8860
H 2.1341 2.5690 -1.2646
N 0.5009 -0.1569 0.1362
H -2.8823 -3.4716 -0.4160
H 0.0182 -1.0318 0.3043
H -2.1311 -1.2484 -1.3564
H 2.5062 0.0606 2.4055
H -4.2889 -2.4979 -0.7883
C 2.9736 -0.4438 1.5615
H -3.5428 1.9507 0.3895
H 3.8627 -0.8025 -1.4435
H 2.2838 -0.7250 -2.2607
H 4.0260 -0.1730 1.5110
C -0.3340 0.9926 0.0906
H -2.8643 -0.4862 1.5079
C -2.4809 2.0381 0.2221
C -1.9102 3.2613 -0.0628
C 0.2604 2.2330 -0.1542
C -0.5425 3.3648 -0.2523
*
```

5.
This record from the OMol25 dataset describes an isolated ion of composition C12H17NP and charge +1 in a non-equilibrium geometry. The level of theory is ωB97M-V/def2-TZVPD.

Calculated values
* maximum force: 5.0 eV/A
* gap between HOMO and LUMO (alpha / beta): 7.001 / 6.722 eV
* HOMO level (alpha / beta): -10.127 / -12.224 eV
* lowest unoccupied orbital energy (alpha / beta): -3.13 / -5.50 eV

Structure (ORCA input):
```
! RIJCOSX wB97M-V def2-TZVPD def2/J DEFGRID3
* xyz 1 3
C 2.0436 2.7987 -0.0920
C 2.7604 1.4978 1.7662
N -0.5778 -2.5721 -1.0018
H -0.9960 -3.4182 -1.2175
H 3.8376 3.1169 0.8784
C -1.9805 -1.5483 -2.7564
H -0.2915 0.0735 -1.6155
H -2.5539 -2.4205 -3.0056
H -1.0561 -1.3923 -3.2705
C 0.6945 0.9562 0.6401
C 1.6726 0.6768 1.6614
H 1.7428 -0.2332 2.1824
H 3.2547 1.3513 2.7023
H 2.0984 3.7664 -0.6351
C 2.9832 2.5672 0.8779
C -1.2588 1.0425 2.7281
H 0.1184 -2.3346 -1.8002
H -2.5758 -1.6769 -0.6161
H -0.6552 1.8822 2.2812
C -0.4335 0.0646 0.4283
H -1.6640 1.1113 3.7591
C 0.0515 -2.4615 0.3463
P -1.4600 -0.3931 1.9157
C -1.6206 -1.4873 -1.2934
H 1.0483 -2.6391 0.1827
H -1.9008 0.5820 -0.9752
H 0.0532 2.5497 -0.8909
C 0.9151 2.0037 -0.2586
H -0.6900 -2.7197 1.0667
C -1.0385 -0.0554 -0.9221
H -2.5216 -0.6884 -3.0660
*
```

6.
This record from the OMol25 dataset describes C12H18As2AuF5O as an isolated structure. The level of theory is ωB97M-V/def2-TZVPD.

Calculated values
* maximum force: 0.6 eV/A
* gap between HOMO and LUMO: 7.317 eV
* HOMO level: -16.024 eV
* lowest unoccupied orbital energy: -8.71 eV

Structure (ORCA input):
```
! RIJCOSX wB97M-V def2-TZVPD def2/J DEFGRID3
* xyz 2 1
H -2.8423 -0.1283 -0.3616
C 2.6606 3.8640 3.7207
H -1.9704 1.7484 2.6711
C 3.0714 -0.6358 0.5731
H 4.1325 -0.3791 0.6075
C 1.7086 2.8494 3.7549
H 3.9083 3.3948 0.6134
H 2.7482 -0.9897 1.5488
C 0.9396 -0.7295 3.9367
H 0.2533 -1.5736 3.9831
H -2.2926 -1.3447 0.4711
F -1.4424 0.7908 -2.9483
C -0.7149 2.0618 -1.1088
Au -0.1618 0.4235 0.1621
C -1.3680 1.2772 3.4448
C 1.5301 2.0277 2.6537
H 2.8993 -1.3999 -0.1838
F -2.0662 2.8621 -2.8746
H 1.1131 2.7189 4.6508
C 2.9245 1.5185 -1.5765
H -1.9245 0.4618 3.9045
C 3.2861 3.2341 1.4854
H 1.0170 -0.2659 4.9206
C 3.4440 4.0563 2.5953
C -1.8211 1.7873 -2.1597
H -1.1079 2.0121 4.2048
F -1.1845 2.8681 -0.1297
F -2.9622 1.4246 -1.5341
H 2.2199 2.0464 -2.2046
H 4.1819 4.8462 2.5749
As 0.2558 0.5655 2.6740
H 2.7866 4.5065 4.5816
As 2.1439 0.9808 0.0976
C 2.3265 2.2331 1.5205
O -2.1798 -0.4018 0.2914
F 0.2539 2.7234 -1.7582
H 3.7802 2.1587 -1.3560
H 3.2686 0.6102 -2.0705
H 1.9250 -1.0679 3.6246
*
```

DFT total energy? In order: -65798.1887 -16256.3489 -16255.0347 -23492.0324 -23485.5881 -153723.5391 eV.
Energy relative to the best compared isomer or geometry (same formula, charge and spin)? In order: 0.017 2.038 3.352 0.000 1.678 0.470 eV.